Entry 1:
Below is a structure of composition C11H10BrNRhS, with properties calculated with wB97M-V/def2-TZVPD.

XYZ file:
```
25
Properties=species:S:1:pos:R:3:forces:R:3:mulliken_charge:R:1
Rh -0.2767 -0.2492 1.6524 12.972 0.498 0.263 0.511
H 0.3970 -1.6636 -3.7796 0.098 0.254 0.146 0.376
C 1.4472 1.4602 -3.1003 1.559 -0.716 0.664 -0.422
H -1.8261 1.2253 -0.1995 0.102 -0.083 0.357 0.382
H -1.8528 -1.4787 -0.3485 0.284 0.380 0.461 0.445
N 1.2048 0.3246 3.2257 -1.333 -0.202 3.275 -0.627
C 2.5009 0.6653 -2.5669 -1.437 2.220 -0.860 -0.407
C 2.1689 -0.7167 -2.7920 -2.016 -0.852 -1.274 -0.463
C 0.7406 0.1784 4.3357 1.922 0.643 -3.704 0.623
H -1.7979 1.9177 2.4488 -0.107 -0.284 -0.203 0.294
H -0.4678 0.8843 -4.1263 0.186 -0.071 0.103 0.412
C 0.9099 -0.7606 -3.4586 1.231 -0.025 0.476 -0.414
C -1.8600 0.9075 2.0488 -1.908 1.432 0.688 -0.515
H -1.9104 -0.3795 3.9249 0.244 0.082 -0.515 0.607
C -1.8508 -0.2913 2.8365 -3.679 -0.651 0.880 -0.806
C -1.8191 0.5515 0.6539 -2.313 0.716 -1.422 -0.202
H 2.7797 -1.5717 -2.5169 -0.198 0.243 -0.038 0.422
C -1.8172 -0.8731 0.5641 -3.892 -1.035 -0.864 -0.734
Br 1.7042 -0.4437 0.1615 0.523 -0.326 -0.364 -0.244
C 0.4598 0.5821 -3.6481 0.850 -0.583 0.414 -0.398
H -1.8736 -2.4535 2.1568 -0.124 0.146 0.063 0.322
H 1.4085 2.5461 -3.0913 -0.027 -0.290 0.056 0.371
H 3.3966 1.0323 -2.0743 -0.274 -0.102 -0.107 0.411
S 0.1157 0.0073 5.7860 -0.535 -0.182 1.428 -0.531
C -1.8814 -1.4009 1.9069 -2.126 -1.212 0.077 -0.413
```
Positions in Å, forces in eV/Å.

## Properties
Spin multiplicity: 5
Total charge: -1
Energy (eV): -96941.2748
Lowest unoccupied orbital energy (alpha / beta) (eV): 3.294 / 1.074
Kohn-Sham gap (alpha / beta) (eV): 5.803 / 5.932
HOMO (alpha / beta) (eV): -2.5 / -4.9
Energy above the lowest of the compared OMol25 structures with the same formula, charge and spin (kJ/mol): 181.9

***

Entry 2:
Below is a cluster of 6 separate species, C2H16O5S in total, with properties calculated with wB97M-V/def2-TZVPD.

XYZ file:
```
24
Properties=species:S:1:pos:R:3:forces:R:3:mulliken_charge:R:1
O -1.2026 1.2500 3.2188 0.069 -0.669 0.492 -0.993
O 0.3330 -4.8299 0.3562 0.141 -0.209 0.050 -1.006
H -0.9728 0.2989 3.1822 0.258 0.122 -0.397 0.371
H -0.4629 -5.3633 0.4224 -0.269 0.018 -0.044 0.397
O 0.4834 -1.2282 3.1893 -1.067 -0.197 0.222 -1.229
H 0.1587 1.2065 -3.8590 -0.641 0.351 -0.369 0.414
H 4.5901 -1.1045 -0.4483 0.057 0.068 0.130 0.575
S -1.9068 0.5479 -2.7611 -0.336 -0.048 -0.231 -0.295
H -2.1696 0.8807 1.4597 -0.056 0.108 0.034 0.441
H 1.4114 -1.0096 3.1411 0.755 0.202 -0.178 0.589
C -0.1284 2.6425 -2.2052 0.958 -0.266 -0.429 -1.204
H 3.7582 0.0135 -1.0970 0.030 0.054 0.119 0.424
O -2.8315 0.7939 0.7592 0.021 -0.107 -0.063 -0.699
O 3.7322 -0.9157 -0.8413 -0.115 -0.134 -0.232 -1.231
H 0.9705 -5.3298 0.8819 0.121 0.232 -0.003 0.460
H -1.8526 0.2498 -1.4508 -0.079 0.087 -0.052 0.153
H -3.3851 1.5721 0.8642 0.022 0.035 0.002 0.318
H 0.7630 3.1432 -2.5756 0.043 0.251 -0.679 0.383
H 0.1864 2.5660 -1.1630 -1.091 -0.079 0.301 0.379
C -0.2617 1.2707 -2.8569 0.659 -0.304 0.413 -0.655
H -0.8997 1.4185 4.1211 -0.084 0.439 -0.125 0.434
H -1.0104 3.2287 -2.4454 0.020 0.269 0.546 0.331
H 0.3325 -1.8565 2.4660 0.150 0.032 -0.051 0.343
H 0.3648 0.5547 -2.3584 0.437 -0.256 0.543 0.299
```
Positions in Å, forces in eV/Å.

## Properties
Spin multiplicity: 2
Total charge: -1
Energy (eV): -23405.2368
Lowest unoccupied orbital energy (alpha / beta) (eV): 3.150 / 3.116
Kohn-Sham gap (alpha / beta) (eV): 2.385 / 9.205
HOMO (alpha / beta) (eV): 0.8 / -6.1
Energy above the lowest of the compared OMol25 structures with the same formula, charge and spin (kJ/mol): 20.1

***

Entry 3:
Below is the molecule C6H12P2, with properties calculated with wB97M-V/def2-TZVPD.

XYZ file:
```
20
Properties=species:S:1:pos:R:3:forces:R:3:mulliken_charge:R:1
H 1.5616 1.3257 1.4522 -3.610 1.911 3.442 0.444
C -1.8383 -0.4726 0.2919 2.118 0.512 -0.049 -1.101
P 1.1767 -2.4415 0.0806 -0.006 0.793 -0.188 -0.121
C 0.7364 -0.6505 -0.2545 -1.507 1.598 0.152 0.404
H -3.2626 -0.5866 -1.1757 -2.006 -0.445 -0.278 0.385
H -0.1768 -0.1740 1.6421 0.075 -0.899 1.485 0.480
C 1.7276 0.5272 -0.4303 2.274 -3.688 -0.679 -0.694
H 2.7585 -0.0121 1.3609 -0.428 1.038 0.125 0.289
C -2.4640 0.0587 -0.9819 0.479 0.796 1.096 -1.149
H 2.6224 0.2002 -1.0643 -1.039 0.258 0.650 0.346
C 2.2755 0.9039 0.9406 3.624 -2.505 -3.764 -1.218
P 0.1866 -1.9188 -1.5764 0.678 0.641 0.603 -0.090
H -0.4340 1.0754 0.6983 0.417 1.909 -0.972 0.545
H 2.9849 1.6586 0.6778 0.979 0.499 0.547 0.406
H -1.6949 -1.5330 0.3289 -0.496 -0.945 -0.647 0.467
H -2.4636 -0.3008 1.1044 -1.271 0.604 1.561 0.553
H -2.7415 1.1472 -0.9597 0.213 -1.146 0.040 0.279
H 1.3096 1.3240 -0.9692 -0.968 1.202 -0.503 0.380
C -0.4164 0.0314 0.6367 -0.728 -2.446 -1.367 -0.925
H -1.8475 -0.1623 -1.8024 1.203 0.311 -1.254 0.321
```
Positions in Å, forces in eV/Å.

## Properties
Spin multiplicity: 1
Total charge: 0
Energy (eV): -24991.6165
Lowest unoccupied orbital energy (eV): -0.695
Kohn-Sham gap (eV): 8.209
HOMO (eV): -8.9
Energy above the lowest of the compared OMol25 structures with the same formula, charge and spin (kJ/mol): 64.3

***

Entry 4:
Below is a structure of composition C4H10N3, with properties calculated with wB97M-V/def2-TZVPD.

XYZ file:
```
17
Properties=species:S:1:pos:R:3:forces:R:3:mulliken_charge:R:1
N 2.1062 -0.2895 -0.0866 -0.291 -0.751 -0.855 -0.402
H -0.5001 -0.5181 -1.5089 0.077 0.018 1.948 0.306
H -1.1936 -1.1404 1.2176 -0.576 -0.793 0.201 0.412
H -1.1950 2.6097 0.2491 0.313 -1.202 -0.416 0.239
H 1.6300 -2.1482 -0.3481 -0.816 -1.028 -0.661 0.407
H -1.3175 1.6807 -1.1919 0.402 0.237 0.792 0.182
H 1.9681 1.2619 1.1313 0.624 1.280 0.519 0.333
H -0.4480 0.7107 1.3948 0.750 -0.649 -0.165 0.405
C 1.6886 1.0749 0.1258 -3.436 -2.572 -1.042 -0.408
N -1.1634 -1.5629 0.2836 -2.252 1.437 -0.405 -0.275
C -0.2375 0.7239 0.3091 3.204 1.878 0.151 -0.445
H 1.9703 1.7003 -0.7646 -0.388 -0.173 1.367 0.313
H -1.0792 -2.5669 0.3156 1.140 -0.559 -0.027 0.325
C 1.2128 -1.1629 -0.3828 1.743 3.098 2.072 -0.497
H -2.0987 -1.4533 -0.1798 0.680 0.277 0.834 0.394
N -1.1319 1.6711 -0.1819 -1.666 1.047 -1.317 -0.482
C -0.2112 -0.5909 -0.3825 0.493 -1.545 -2.995 0.193
```
Positions in Å, forces in eV/Å.

## Properties
Spin multiplicity: 1
Total charge: +1
Energy (eV): -8771.1300
Lowest unoccupied orbital energy (eV): -3.758
Kohn-Sham gap (eV): 8.307
HOMO (eV): -12.1
Energy above the lowest of the compared OMol25 structures with the same formula, charge and spin (kJ/mol): 334.7

***

Entry 5:
Below is a cluster of 3 separate species, C14H20BO7 in total, with properties calculated with wB97M-V/def2-TZVPD.

XYZ file:
```
42
Properties=species:S:1:pos:R:3:forces:R:3:mulliken_charge:R:1
H 0.1560 -1.9069 0.9055 -0.055 0.038 0.087 0.225
H -1.2107 4.9324 -2.1438 0.013 0.203 -0.177 0.364
C -5.9771 -2.3402 -0.0259 -0.035 -0.091 -0.105 -0.335
C -0.2891 4.3707 -2.0202 0.052 -0.497 0.414 -1.444
H 2.8045 -1.0758 -0.0341 -0.132 -0.489 -0.141 -0.425
C -1.8666 2.5578 -1.2703 -0.148 0.171 0.062 -0.860
H 4.1563 -1.2214 3.3028 0.013 -0.029 -0.041 0.245
H -3.8440 -2.6220 0.3303 -0.013 0.008 0.022 0.262
H -6.1100 -3.4186 0.0099 -0.046 0.019 0.160 0.302
H -1.3468 -0.7556 -0.8208 -0.010 -0.139 0.001 0.410
O -6.3633 -1.7460 1.2160 0.023 -0.006 -0.037 -0.347
H -4.2105 -1.7603 -1.1758 0.053 0.177 0.050 0.305
H 5.0953 0.2253 3.7322 -0.035 0.101 -0.112 0.282
O 4.6173 0.0126 1.7298 0.232 0.038 0.022 -0.261
C 4.9613 -0.5551 2.9857 -0.100 -0.029 0.171 -0.282
H -2.6282 3.3230 -1.1663 -0.048 0.020 0.019 0.288
C -4.5286 -1.9205 -0.1489 0.180 -0.120 -0.179 -0.304
H 7.1282 -0.6691 2.7770 -0.022 0.023 0.006 0.248
H -3.1217 0.9301 -0.5797 -0.226 0.160 0.068 0.321
O 0.8377 -2.1941 0.3021 0.193 -0.121 -0.120 -0.805
C 6.2419 -1.3006 2.6666 0.057 -0.046 0.098 -0.339
H 0.3569 4.4500 -2.8910 -0.087 0.134 -0.187 0.352
C 1.1379 -0.4712 -1.6604 -0.008 0.479 0.415 -1.131
H 0.6673 -1.3133 -2.1720 0.213 -0.229 -0.015 0.230
H 1.3651 2.2128 -2.2464 0.133 0.050 -0.027 0.308
O -5.6989 0.1037 2.3190 -0.047 0.012 0.028 -0.531
C 0.3851 1.9447 -1.8769 -0.756 0.016 0.295 -0.719
H 6.3719 -2.2043 3.2587 -0.020 -0.075 -0.126 0.283
C -5.5341 -0.6941 1.4565 0.086 0.019 -0.032 0.587
H 0.2605 4.7884 -1.1763 0.025 0.197 0.042 0.274
H 1.2889 -0.0425 0.6740 0.053 0.120 -0.006 -0.257
H 2.0035 -0.1253 -2.2295 0.016 -0.016 -0.136 0.330
C -2.1556 1.2332 -0.9466 0.714 -0.221 -0.219 -0.190
H -6.6007 -1.9278 -0.8219 0.022 0.031 0.006 0.254
C -1.1630 0.2749 -1.0902 -0.185 0.534 -0.040 -0.345
O -4.5075 -0.6890 0.5766 -0.215 -0.058 0.130 -0.220
B 1.6107 -0.9489 -0.1127 -0.748 0.126 0.265 0.728
C 5.1836 -0.7328 0.7489 -0.274 0.025 0.031 0.560
C -0.6030 2.9236 -1.7169 0.197 -0.141 -0.210 1.078
O 6.0738 -1.6260 1.2917 -0.046 0.038 0.039 -0.337
O 4.9381 -0.6371 -0.3991 0.760 0.149 -0.276 -0.440
C 0.1175 0.6154 -1.5579 0.219 -0.581 -0.245 0.336
```
Positions in Å, forces in eV/Å.

## Properties
Spin multiplicity: 1
Total charge: -1
Energy (eV): -29852.6041
Lowest unoccupied orbital energy (eV): 2.543
Kohn-Sham gap (eV): 6.224
HOMO (eV): -3.7

***

Entry 6:
Below is a cluster of 2 separate species, C2H7N4 in total, with properties calculated with wB97M-V/def2-TZVPD.

XYZ file:
```
13
Properties=species:S:1:pos:R:3:forces:R:3:mulliken_charge:R:1
N 2.3148 0.1808 -0.3903 0.309 1.088 -0.007 -0.077
N 0.8791 1.2341 0.4597 0.948 -0.592 -0.923 -0.310
H -0.1336 -1.7987 0.0300 2.358 1.763 0.471 0.304
H -1.9239 -0.6683 -1.3178 0.223 -0.113 -0.039 0.257
H -0.8677 0.5731 1.3532 2.128 -1.340 -1.082 0.396
H -2.1195 0.7510 -0.6941 -0.940 1.540 0.131 0.270
C 0.6719 -1.0391 0.4909 -5.493 -3.007 1.415 -0.361
N 1.8328 -0.8113 -0.1401 2.560 -0.781 -1.875 0.302
H 0.6151 2.1762 0.5565 -0.027 1.477 0.272 0.245
H 0.8257 -1.4733 1.4565 0.651 -0.553 0.758 0.294
H -0.7805 0.4594 -1.6287 -0.434 0.292 -0.103 0.292
C 0.0953 0.3050 0.7349 -2.701 1.762 1.989 0.116
N -1.4095 0.1111 -0.9107 0.419 -1.536 -1.007 -0.728
```
Positions in Å, forces in eV/Å.

## Properties
Spin multiplicity: 1
Total charge: +1
Energy (eV): -8137.8686
Lowest unoccupied orbital energy (eV): -4.650
Kohn-Sham gap (eV): 10.286
HOMO (eV): -14.9
Energy above the lowest of the compared OMol25 structures with the same formula, charge and spin (kJ/mol): 422.4